78
Properties=species:S:1:pos:R:3:forces:R:3 method="wB97M-V/def2-TZVPD" total_charge=+1 homo_ev=-12.778 lumo_energy_ev=-2.805 gap_ha=0.367
C 0.38663 3.69226 0.78174 -0.313 -0.123 0.009
C -0.29259 2.44324 1.34627 0.254 0.175 0.352
C 0.66234 1.27129 1.58374 -0.004 0.150 -0.088
C 1.26068 0.71009 0.29881 -1.003 -0.555 -0.492
C 0.18170 0.09632 -0.61314 0.134 0.185 0.048
N 2.34553 -0.31840 0.52652 1.101 0.520 0.418
C 2.49745 -0.77081 1.80856 -0.724 0.091 0.023
N 1.79619 -1.83732 2.15363 0.158 0.388 0.137
N 3.30711 -0.19011 2.71136 1.064 -0.973 -0.923
C 4.32161 0.82751 2.30449 -0.558 0.626 0.191
C 4.19232 1.27265 0.84848 0.295 0.034 -0.093
C 3.67970 0.10935 0.03708 -0.117 -0.191 -0.104
O 3.58941 0.38182 -1.31727 0.161 0.412 0.042
C 4.30803 -0.47493 -2.19840 -0.244 0.070 -0.149
C 3.61156 -1.81303 -2.43740 0.051 -0.334 -0.096
C 3.89605 -2.90939 -1.41042 -0.175 0.113 0.216
O 2.20036 -1.65235 -2.50926 0.039 0.133 -0.136
H 1.09176 3.47280 -0.01771 0.055 0.038 -0.086
H 0.90252 4.22401 1.57869 0.202 0.036 -0.026
H -0.36460 4.36816 0.37992 0.000 0.092 -0.022
H -1.16444 2.15297 0.76741 0.032 -0.087 -0.150
H -0.67185 2.71448 2.33129 -0.250 -0.034 0.003
H 0.12097 0.48361 2.11205 0.024 -0.071 0.075
H 1.45098 1.65237 2.23865 0.114 -0.127 0.086
H 1.71750 1.52521 -0.25170 0.346 -0.043 0.048
H 0.28200 0.46884 -1.63106 0.012 -0.045 -0.109
H 0.27618 -0.98428 -0.63783 -0.071 -0.085 -0.009
H -0.81774 0.35341 -0.27924 -0.058 -0.065 0.081
H 1.48332 -2.45482 1.41523 -0.535 0.089 0.169
H 1.62548 -2.06200 3.12258 0.054 -0.304 -0.065
H 3.73952 -0.91850 3.26855 -0.234 0.345 0.614
H 4.19573 1.69152 2.95135 0.048 0.004 0.152
H 5.30943 0.42134 2.50189 0.000 -0.217 -0.018
H 3.57132 2.15730 0.73240 -0.239 -0.053 0.029
H 5.17855 1.55028 0.47968 0.077 0.034 0.020
H 4.35031 -0.73793 0.21902 0.014 -0.102 -0.114
H 5.33906 -0.61515 -1.86628 0.033 -0.069 0.098
H 4.34494 0.07704 -3.13552 -0.034 0.059 -0.046
H 3.97410 -2.16906 -3.40686 0.097 0.068 -0.067
H 3.99385 -3.88372 -1.88083 0.001 -0.050 -0.062
H 4.80326 -2.71521 -0.84036 0.142 -0.050 -0.056
H 3.05515 -2.96371 -0.71847 -0.018 0.028 0.089
H 2.00624 -0.73418 -2.73731 0.014 -0.001 0.069
C 0.04195 -1.20174 -5.13369 -0.091 -0.090 -0.045
N 0.88317 -0.21097 -5.85608 0.020 -0.006 0.036
O 1.30700 -0.50208 -6.95037 -0.024 0.027 -0.005
O 1.10699 0.83222 -5.26854 0.056 -0.013 0.045
H -0.05816 -2.09062 -5.74430 0.045 0.022 -0.045
H 0.55767 -1.40883 -4.20272 -0.079 -0.134 0.046
H -0.92253 -0.74241 -4.93916 0.025 0.069 0.018
C -4.25660 1.65406 -0.80348 0.127 0.096 -0.257
N -3.48188 0.40345 -0.60834 -0.013 -0.014 0.101
O -3.09170 -0.20231 -1.58278 0.026 0.012 -0.030
O -3.26725 0.06763 0.54445 -0.005 0.011 -0.023
H -4.37192 1.82880 -1.86624 -0.013 -0.092 -0.016
H -5.21916 1.51838 -0.32771 0.010 0.035 0.038
H -3.69662 2.44843 -0.32127 -0.054 -0.050 0.019
C -8.96575 0.29166 0.54456 -0.036 -0.069 -0.086
N -7.93947 1.20056 -0.03585 -0.007 0.002 -0.004
O -7.24780 0.77905 -0.94085 -0.130 -0.063 0.023
O -7.85106 2.31322 0.44165 0.054 -0.028 0.063
H -8.91709 -0.65337 0.01836 0.015 0.006 -0.016
H -8.73567 0.17878 1.59937 -0.021 0.045 0.018
H -9.93001 0.77415 0.41809 0.001 0.030 0.042
C -4.99328 3.07382 2.95735 -0.007 -0.082 -0.054
N -3.99930 4.00013 2.34647 -0.040 -0.024 -0.036
O -3.28603 3.55698 1.46294 0.074 0.144 0.130
O -3.96521 5.13245 2.76372 0.020 -0.005 0.026
H -4.88931 2.10623 2.47982 0.025 0.005 -0.007
H -4.77443 3.02374 4.01956 -0.030 0.051 0.016
H -5.97667 3.50382 2.79127 0.000 0.024 0.027
C 2.41310 -6.12984 1.40305 -0.087 -0.064 -0.095
N 1.54254 -5.05932 1.96129 -0.099 -0.059 0.005
O 0.86021 -4.40990 1.18603 0.170 0.011 -0.082
O 1.56502 -4.88690 3.15971 0.114 0.092 -0.007
H 2.27624 -6.15089 0.32905 -0.021 0.016 -0.001
H 3.43505 -5.88716 1.67837 -0.003 -0.018 0.053
H 2.11039 -7.06424 1.86593 0.029 0.004 0.045

---

66
Properties=species:S:1:pos:R:3:forces:R:3 method="wB97M-V/def2-TZVPD" homo_ev=-5.638 lumo_energy_ev=-0.530 gap_ha=0.188
O 5.50829 3.27233 -3.72967 0.180 -1.474 -1.650
P 5.24998 2.11089 -4.69625 -0.800 2.085 3.038
O 5.30142 2.75316 -6.23429 0.269 -1.382 1.395
O 6.53596 1.05177 -4.44459 -1.599 0.342 -1.174
C 3.65648 1.31212 -4.29348 -0.346 1.452 -1.047
P 2.27510 2.10165 -5.21872 0.879 -0.875 -0.656
O 1.60609 3.35004 -4.22650 0.049 -1.354 -0.076
O 1.03212 0.91206 -5.13424 0.756 1.383 0.917
H 5.05213 2.10294 -6.90000 -0.147 -0.078 -0.110
H 7.20938 1.55024 -3.97527 0.004 0.351 0.062
H 3.48528 1.53622 -3.21062 0.541 -0.294 -0.521
H 2.30470 4.01248 -4.19727 0.148 0.109 0.118
H 1.15789 0.53019 -4.25503 -0.090 -0.395 -0.041
C -4.70739 1.28122 0.34867 0.009 -0.064 -0.055
C -4.33226 -0.03248 1.02470 -0.165 0.186 0.025
C -3.46918 0.15585 2.27359 -0.181 -0.545 -0.198
C -1.99622 0.50475 2.01746 -0.304 0.884 0.392
P -0.87228 -0.81703 1.58906 0.064 -0.584 0.254
C -1.11967 -2.14390 2.79604 -0.340 -0.357 0.150
C -1.13681 -1.83936 4.29846 0.073 0.228 0.296
C 0.20318 -1.58442 4.99615 0.092 0.039 -0.047
C 1.27951 -2.62363 4.70957 0.015 0.075 0.025
C 0.81456 -0.28896 1.80337 0.701 0.652 0.398
C 1.38134 0.91061 1.04145 0.227 0.279 -0.400
C 1.82773 0.66868 -0.39865 -0.188 0.072 -0.252
C 2.60195 -0.61750 -0.63519 0.009 -0.014 -0.072
C -1.19861 -1.66301 0.04824 -0.243 -0.713 -0.937
C -0.97032 -1.07536 -1.35063 0.489 0.400 -0.097
C -1.59388 0.29171 -1.65760 -0.037 -0.023 -0.394
C -2.85795 0.19387 -2.50552 -0.100 0.062 0.126
H -3.82814 1.85775 0.05356 -0.029 0.014 -0.035
H -5.29658 1.08716 -0.54817 0.049 0.083 -0.002
H -5.31112 1.89987 1.01524 0.044 0.005 0.009
H -3.84070 -0.68909 0.30589 0.045 -0.025 -0.021
H -5.25553 -0.53986 1.31712 0.073 -0.033 0.020
H -3.52822 -0.75621 2.87356 0.046 0.061 0.087
H -3.91093 0.94810 2.88259 0.114 0.016 -0.003
H -1.60170 0.91730 2.95438 0.218 -0.094 -0.067
H -1.91612 1.32784 1.30453 0.091 -0.103 -0.098
H -0.39952 -2.93649 2.57561 0.066 0.113 -0.099
H -2.09574 -2.57543 2.54893 0.040 0.029 -0.127
H -1.59882 -2.69924 4.79183 -0.043 0.003 -0.127
H -1.79574 -0.98941 4.49847 -0.057 -0.067 -0.006
H 0.01899 -1.56881 6.07326 -0.078 0.040 -0.049
H 0.57775 -0.58665 4.75655 0.018 -0.003 -0.002
H 0.95046 -3.62162 5.00704 0.016 -0.001 -0.050
H 2.18511 -2.38811 5.26983 -0.021 -0.063 -0.021
H 1.55427 -2.65226 3.65326 0.014 -0.043 0.021
H 1.47827 -1.15342 1.72794 -0.174 -0.101 -0.152
H 0.86935 0.01338 2.85341 -0.244 -0.240 0.083
H 2.25722 1.26022 1.59579 -0.117 -0.103 0.147
H 0.66542 1.73810 1.06138 0.035 0.007 0.050
H 2.45325 1.50795 -0.71120 -0.077 0.016 0.037
H 0.95673 0.70878 -1.05441 0.069 0.009 -0.032
H 3.53741 -0.62050 -0.07101 -0.001 -0.064 -0.032
H 2.84240 -0.70883 -1.69618 0.128 0.031 0.057
H 2.03315 -1.51148 -0.35927 0.014 -0.009 0.020
H -2.22286 -2.04573 0.09892 -0.034 0.127 0.290
H -0.57554 -2.56589 0.09474 0.004 0.041 0.248
H -1.32930 -1.80816 -2.07820 -0.094 -0.022 0.143
H 0.10385 -1.02671 -1.52986 -0.035 -0.038 0.087
H -0.87471 0.88989 -2.22308 -0.003 0.011 0.094
H -1.79794 0.85106 -0.74367 -0.001 0.009 0.065
H -2.62399 -0.19841 -3.49638 0.016 -0.014 0.051
H -3.30537 1.17969 -2.63834 -0.032 -0.051 -0.034
H -3.60362 -0.46188 -2.04729 -0.025 0.010 -0.018

---

67
Properties=species:S:1:pos:R:3:forces:R:3 method="wB97M-V/def2-TZVPD" total_charge=-1 homo_ev=-4.957 lumo_energy_ev=1.389 gap_ha=0.233
O -1.70720 -4.83731 -0.52524 3.242 3.447 3.372
S -1.15842 -3.90048 0.61158 -7.561 -3.756 -0.182
O -2.37830 -3.65848 1.56555 4.980 0.090 -2.489
Cl -0.57439 -2.04450 -0.21989 0.129 -1.340 0.672
C 0.25778 -4.76283 1.53886 1.725 -0.091 -0.599
C 1.37107 -5.20769 0.40201 0.080 -0.656 -0.214
C 2.89924 -5.32697 0.98519 -0.001 0.126 1.225
C 3.52211 -3.91075 1.56137 -0.126 -1.266 1.024
Ga 4.51472 -2.77293 0.13881 0.214 0.380 0.357
C 3.40634 -1.22078 -0.65886 -0.753 1.442 -1.169
B 2.67692 -1.59698 -2.12186 0.408 0.756 0.791
O 1.77054 -0.58588 -2.75358 2.342 -0.842 0.538
O 2.99568 -2.90408 -2.74673 0.372 3.238 -0.570
H -0.17205 -5.74530 2.00789 0.257 2.293 -0.822
H 0.67775 -4.00196 2.32602 -0.930 -1.474 -1.572
H 1.05865 -6.29915 0.05252 0.467 2.473 0.500
H 1.30146 -4.47165 -0.52533 0.357 -1.545 1.944
H 2.92388 -6.08293 1.90841 -0.441 1.242 -2.001
H 3.60606 -5.80994 0.17065 -1.564 1.192 1.474
H 2.73107 -3.28409 2.18196 1.335 -1.345 -1.199
H 4.35123 -4.23060 2.35871 -1.731 0.698 -1.601
H 5.76308 -2.07844 0.92236 -0.041 0.036 0.102
H 5.19317 -3.66440 -1.03529 -0.203 -0.084 0.071
H 2.64179 -0.71856 0.09077 1.365 -0.858 -1.473
H 4.18454 -0.35711 -0.92925 -1.434 -1.552 0.569
H 2.08280 0.34753 -2.54772 -0.597 -2.047 0.135
H 3.86583 -2.74776 -3.24304 -1.751 -0.578 1.177
C -1.13305 2.85370 4.95636 0.140 0.064 0.147
C -0.96974 3.40012 3.54586 -0.159 0.002 -0.084
C -1.49118 2.45030 2.46490 0.047 0.034 -0.144
C -0.77731 1.09621 2.37741 0.013 -0.008 0.089
C 0.73447 1.16600 2.14362 -0.135 -0.177 -0.051
C 1.11047 1.81921 0.82247 0.223 0.106 0.004
H -0.55638 1.93580 5.10359 -0.093 0.072 0.001
H -0.77956 3.58803 5.68699 -0.057 -0.117 0.009
H -2.18454 2.64077 5.17249 0.084 -0.040 -0.007
H 0.08164 3.64659 3.36661 -0.042 -0.038 -0.040
H -1.52316 4.34428 3.47389 0.083 -0.054 -0.042
H -1.43016 2.95726 1.49463 -0.006 -0.050 0.044
H -2.55873 2.26602 2.63944 0.069 0.030 0.004
H -1.23512 0.51690 1.56585 0.051 0.034 0.071
H -0.96498 0.52628 3.29361 -0.027 0.015 -0.048
H 1.13262 0.14417 2.15079 -0.029 0.108 0.041
H 1.22680 1.69237 2.96745 -0.033 -0.021 0.012
H 0.66072 1.28345 -0.01939 0.035 0.039 0.027
H 2.19705 1.80409 0.69135 -0.136 -0.015 -0.083
H 0.78618 2.86295 0.78110 -0.022 -0.034 -0.035
C -3.95466 4.18814 -3.73557 -0.035 0.016 -0.209
C -4.03545 2.79098 -3.13876 -0.048 0.013 0.166
C -3.19502 2.62532 -1.87038 0.015 -0.187 0.057
C -1.68477 2.81876 -2.05073 -0.004 0.108 -0.079
C -1.02470 1.89979 -3.08262 0.044 0.027 0.219
C -1.12465 0.42433 -2.72692 -0.120 -0.151 -0.284
H -2.93700 4.43394 -4.05293 -0.095 0.015 0.049
H -4.60238 4.25902 -4.61502 0.075 0.087 0.067
H -4.28327 4.94058 -3.01201 0.069 -0.022 -0.050
H -3.74439 2.05208 -3.89215 0.019 0.006 0.075
H -5.08277 2.58037 -2.89049 0.108 -0.048 -0.027
H -3.38702 1.63066 -1.45090 0.050 0.089 -0.026
H -3.54612 3.34085 -1.11617 -0.001 -0.035 -0.058
H -1.19919 2.66667 -1.07866 -0.033 -0.018 -0.083
H -1.48171 3.85911 -2.32626 -0.027 0.007 0.031
H 0.03625 2.16777 -3.15521 -0.090 0.034 -0.036
H -1.45190 2.06835 -4.07623 0.001 0.052 0.019
H -0.66640 0.22611 -1.75287 -0.052 0.016 -0.150
H -0.60199 -0.17920 -3.47569 -0.052 0.025 0.283
H -2.16422 0.08588 -2.69533 0.029 0.037 0.064

---

| no. | E (eV) |
| --- | --- |
| 1 | -54765.1377 |
| 2 | -56398.7773 |
| 3 | -102909.4870 |